Record 1
The following is a DFT calculation (ωB97M-V/def2-TZVPD) of a 12-piece molecular cluster, C31H81F2N11O17S2 overall at a distorted geometry.

```
! wB97M-V def2-TZVPD RIJCOSX def2/J DEFGRID3
* xyz 8 1
N -18.0523 -16.7029 -7.5482
S -19.1984 -15.7966 -7.3612
O -19.0636 -14.4132 -7.7695
O -20.0717 -16.0493 -6.1937
F -20.0864 -16.4760 -8.4946
S -16.9152 -15.8480 -6.5752
O -16.8991 -16.0065 -5.1350
O -16.3847 -14.6202 -7.0943
F -15.7059 -16.8128 -6.9870
C -10.7468 -22.2598 -6.3842
C -11.4379 -21.4862 -5.2812
O -12.6461 -21.2533 -5.2371
N -10.4640 -20.7872 -4.3443
H -10.1883 -21.2781 -3.5058
H -9.5345 -20.7745 -4.7392
C -10.9075 -19.3479 -4.0479
H -10.1037 -23.0880 -6.0864
H -10.0961 -21.5639 -6.9138
H -11.4521 -22.6950 -7.0922
H -10.9416 -18.7540 -4.9613
H -10.0251 -18.9190 -3.5729
H -11.8327 -19.1846 -3.4952
C -22.8976 -22.2608 -2.0444
C -21.9938 -23.4740 -1.8984
O -20.7781 -23.4476 -1.7193
N -22.7335 -24.8053 -1.9869
H -23.7022 -24.6169 -1.7719
H -22.8198 -25.1178 -2.9435
C -22.1138 -26.0820 -1.2369
H -23.9250 -22.4961 -2.3222
H -22.5087 -21.5243 -2.7476
H -22.9894 -21.7043 -1.1116
H -22.9701 -26.7217 -1.0231
H -21.4851 -25.8850 -0.3686
H -21.4957 -26.5065 -2.0280
C -25.9863 -14.9986 -13.1659
C -26.1164 -13.7069 -13.9761
O -25.1460 -13.0998 -14.4015
N -27.5424 -13.3106 -14.3831
H -28.2793 -13.3191 -13.6925
H -27.4039 -12.3374 -14.6150
C -28.0732 -14.1429 -15.6170
H -26.6547 -15.7683 -13.5519
H -26.2514 -14.9508 -12.1098
H -24.9741 -15.3181 -13.4138
H -27.3190 -13.9879 -16.3886
H -29.1031 -13.8105 -15.7474
H -27.9728 -15.1842 -15.3110
C -16.1411 -20.3547 0.4557
C -16.2631 -21.3750 1.5291
O -17.1782 -21.4498 2.3117
N -15.1659 -22.3593 1.6617
H -15.1488 -22.9780 0.8635
H -14.2668 -21.9188 1.5291
C -15.0937 -23.1125 3.0269
H -15.2125 -19.7839 0.4496
H -16.9559 -19.6312 0.4806
H -16.1493 -20.7535 -0.5587
H -15.8605 -23.8855 3.0781
H -15.2346 -22.3851 3.8263
H -14.1078 -23.5334 3.2242
C -18.2083 -21.9955 -8.0277
C -17.3612 -22.1319 -9.2118
O -16.8475 -23.1519 -9.6021
N -17.1107 -20.8137 -9.9572
H -17.4782 -20.0618 -9.3918
H -16.1242 -20.6298 -10.0724
C -17.8714 -20.7694 -11.3478
H -18.5449 -22.9862 -7.7222
H -19.0756 -21.3759 -8.2556
H -17.6895 -21.6168 -7.1470
H -17.1838 -21.1646 -12.0956
H -18.1213 -19.7392 -11.6015
H -18.7128 -21.4622 -11.3552
C -19.8906 -9.6324 -2.8250
C -18.5827 -9.4845 -3.4718
O -18.0609 -10.5312 -3.8643
N -17.9138 -8.0717 -3.4092
H -18.6857 -7.4214 -3.3720
H -17.3128 -7.9421 -2.6079
C -16.9457 -7.9155 -4.5951
H -20.6344 -8.9769 -3.2781
H -19.6236 -9.2759 -1.8302
H -20.3702 -10.6078 -2.7427
H -16.5137 -8.8194 -5.0247
H -16.1579 -7.2230 -4.2985
H -17.5543 -7.3599 -5.3086
C -12.1634 -13.2817 -12.0384
C -13.3464 -12.9102 -13.0283
O -13.8181 -11.7809 -13.1144
N -13.7170 -14.0615 -14.0159
H -13.2691 -13.8866 -14.9041
H -13.3152 -14.8884 -13.5977
C -15.2946 -14.0967 -14.1918
H -12.3951 -14.0385 -11.2889
H -11.7795 -12.4370 -11.4663
H -11.2598 -13.6722 -12.5064
H -15.8117 -13.9422 -13.2449
H -15.5978 -15.0515 -14.6215
H -15.5307 -13.4040 -14.9996
C -19.7679 -9.7651 -12.5431
C -19.7094 -8.9988 -13.8405
O -19.1099 -9.4156 -14.8020
N -20.4379 -7.6861 -13.9787
H -20.4475 -7.2123 -13.0868
H -19.8402 -7.1278 -14.5714
C -21.8505 -7.9047 -14.5656
H -20.1540 -10.7844 -12.5490
H -20.1115 -9.1409 -11.7183
H -18.6986 -9.8002 -12.3342
H -22.4085 -8.4067 -13.7752
H -21.7134 -8.4939 -15.4723
H -22.4090 -7.0166 -14.8615
C -27.1212 -25.1604 -10.2498
C -27.0934 -23.6179 -10.3135
O -28.0469 -22.9158 -10.0452
N -25.8265 -23.0050 -10.9561
H -25.1878 -23.7865 -10.9938
H -26.0593 -22.7699 -11.9104
C -25.3006 -21.7707 -10.1903
H -28.1164 -25.5728 -10.4154
H -26.7326 -25.4817 -9.2834
H -26.5153 -25.5900 -11.0476
H -24.5407 -21.4660 -10.9099
H -24.8468 -21.9015 -9.2080
H -26.1321 -21.0847 -10.0286
C -26.6419 -15.3220 -5.6510
C -27.2102 -16.5891 -5.0356
O -26.8192 -17.7540 -5.2538
N -28.2684 -16.2586 -3.9684
H -28.0173 -16.7867 -3.1449
H -28.4282 -15.2776 -3.7892
C -29.6222 -16.8245 -4.5083
H -27.3987 -14.5998 -5.9572
H -26.0986 -15.6809 -6.5252
H -25.9282 -14.8950 -4.9465
H -29.9857 -16.2190 -5.3386
H -30.4529 -16.7059 -3.8125
H -29.5435 -17.8275 -4.9277
O -11.9494 -11.5229 -4.4699
C -10.8244 -12.1567 -4.7032
O -9.8838 -11.9771 -3.9631
O -10.8390 -13.0798 -5.4971
H -12.3625 -12.1954 -5.0163
*
```

* E: -111665.09762 eV
* LUMO energy: -12.580 eV

Record 2
The following is a DFT calculation (ωB97M-V/def2-TZVPD) of a 15-piece molecular cluster, C31H82BrClF3NO18 overall at a distorted geometry.

```
! wB97M-V def2-TZVPD RIJCOSX def2/J DEFGRID3
* xyz 0 1
C 5.0002 -4.6550 0.7143
C 4.3855 -3.3205 1.1391
O 4.0970 -2.5667 -0.0496
C 3.4922 -1.3216 0.2736
C 2.1276 -1.2309 -0.3584
N 1.2858 -2.1279 -0.0312
C -0.0333 -2.0435 -0.7023
Br -0.4493 -3.8946 -1.1740
C -0.9662 -1.4497 0.4075
O -0.5211 -0.5598 1.1470
O -2.0943 -1.9748 0.4661
C 0.4218 -1.1530 -1.9203
Cl 1.3873 -2.3550 -3.0061
C -0.6310 -0.6049 -2.9135
C -2.1102 -0.7912 -2.5183
C -2.7720 0.4688 -1.9821
F -4.1153 0.3360 -2.2012
F -2.6359 0.6354 -0.6757
F -2.4106 1.5726 -2.6558
C 1.5617 -0.2108 -1.3636
C 0.8732 1.0666 -0.8017
C 1.4532 1.6673 0.4834
O 0.4483 2.0868 1.3852
C 2.7204 0.1455 -2.3310
C 2.2369 0.6924 -3.6794
C 3.6285 1.2519 -1.7154
C 5.0698 0.9570 -2.1851
H 4.5732 -5.4342 1.3452
H 6.0819 -4.6410 0.8134
H 4.6899 -4.8838 -0.3028
H 5.0509 -2.7692 1.8101
H 3.4416 -3.5079 1.6675
H 4.1746 -0.5321 -0.0304
H 3.3640 -1.2387 1.3579
H 1.4536 -2.8666 0.6418
H -0.3942 0.4385 -3.1127
H -0.4893 -1.1040 -3.8630
H -2.6560 -0.9970 -3.4398
H -2.3131 -1.6299 -1.8538
H 0.9763 1.8299 -1.5751
H -0.1965 0.9099 -0.6976
H 2.1760 1.0306 1.0158
H 2.0048 2.5706 0.1910
H 0.8901 2.6414 2.0423
H 3.3774 -0.7045 -2.5012
H 1.5055 1.4912 -3.5367
H 1.7654 -0.0692 -4.2985
H 3.0628 1.1163 -4.2506
H 3.3856 2.2487 -2.0890
H 3.6620 1.2177 -0.6280
H 5.8051 1.5473 -1.6367
H 5.1987 1.1148 -3.2558
H 5.3204 -0.0922 -1.9943
C 5.0132 5.3546 -2.1353
O 4.1626 4.3446 -2.6742
H 5.8344 4.8652 -1.6201
H 5.4118 5.9884 -2.9316
H 4.4556 5.9658 -1.4226
H 3.4363 4.7820 -3.1262
C -5.4376 -2.9304 -0.0885
O -4.6390 -2.9471 1.0935
H -6.4871 -2.9438 0.2014
H -5.2347 -2.0224 -0.6630
H -5.2238 -3.8112 -0.7027
H -3.7128 -2.9307 0.8078
C -3.3627 -6.0390 -3.1917
O -2.1932 -5.7802 -3.9840
H -3.0773 -6.0310 -2.1433
H -4.1096 -5.2628 -3.3684
H -3.7746 -7.0163 -3.4466
H -2.4671 -5.7899 -4.9059
C -7.1386 -2.8425 3.9838
O -7.4434 -2.4455 2.6488
H -8.0400 -2.7532 4.5853
H -6.7942 -3.8798 4.0041
H -6.3624 -2.1908 4.3914
H -6.6324 -2.5291 2.1383
C -0.1814 -8.1376 -2.3043
O -1.1866 -8.2805 -3.2917
H 0.0307 -9.1182 -1.8840
H 0.7365 -7.7357 -2.7486
H -0.5201 -7.4732 -1.5012
H -1.3615 -7.3963 -3.6542
C 6.1272 5.8415 1.8968
O 5.5795 4.6747 1.2780
H 5.4106 6.6508 1.7826
H 6.2991 5.6590 2.9606
H 7.0667 6.1188 1.4121
H 6.2183 3.9648 1.3830
C -5.4531 2.1759 -5.3086
O -5.3924 3.1447 -4.2693
H -6.1353 2.5366 -6.0743
H -4.4631 2.0310 -5.7513
H -5.8242 1.2244 -4.9180
H -4.7873 2.8128 -3.5998
C 3.7742 -7.5561 -2.3016
O 3.1361 -6.7649 -1.3026
H 4.6855 -7.9676 -1.8751
H 3.1234 -8.3765 -2.6137
H 4.0302 -6.9431 -3.1697
H 2.3319 -6.4055 -1.6889
C -3.9617 -5.8758 2.7649
O -4.8753 -6.0202 1.6870
H -3.7105 -6.8695 3.1305
H -3.0484 -5.3760 2.4296
H -4.4135 -5.2999 3.5770
H -5.0853 -5.1328 1.3775
C 2.2874 7.3691 1.2079
O 3.4580 8.1662 1.3686
H 2.5084 6.5824 0.4899
H 2.0000 6.9146 2.1585
H 1.4617 7.9788 0.8327
H 3.2453 8.8559 2.0046
C -5.0397 1.0262 3.6992
O -6.1749 0.4570 4.3553
H -4.4947 1.6286 4.4233
H -4.3826 0.2402 3.3208
H -5.3579 1.6629 2.8703
H -6.6449 -0.0723 3.7015
C -5.2481 2.5988 7.4631
O -6.5320 2.1118 7.1046
H -5.2823 2.9148 8.5035
H -4.4950 1.8122 7.3536
H -4.9727 3.4551 6.8394
H -6.4860 1.8342 6.1819
C 1.2302 10.9819 0.1164
O 2.0506 10.8753 1.2765
H 0.1911 10.9646 0.4349
H 1.4286 11.9202 -0.4067
H 1.4127 10.1416 -0.5590
H 2.9648 10.8924 0.9796
C 3.1304 3.1324 4.3331
O 2.8193 3.4922 2.9880
H 2.2363 3.2662 4.9360
H 3.4452 2.0870 4.3866
H 3.9256 3.7723 4.7227
H 3.6209 3.3699 2.4695
*
```

* E: -162532.15599 eV
* LUMO energy: -0.879 eV

- Which value of E does entry 1 give?
  -111665.09762 eV

- The lowest LUMO energy belongs to which entry?
  C31H81F2N11O17S2

- What is the LUMO energy in the second record?
  -0.879 eV